The molecule C4H11N3O2. Source: the OMol25 dataset; level of theory: the ωB97M-V functional and the def2-TZVPD basis.

```
20
Properties=species:S:1:pos:R:3:forces:R:3
C -0.57338 1.32558 -0.55431 -3.3 -2.3 2.1
C 1.66379 0.79118 -1.33139 -0.6 0.2 0.6
C 0.82738 -1.95803 0.11171 -1.0 -0.3 0.2
N -1.61617 0.49141 0.45406 1.8 2.2 -0.2
N 0.46019 0.38908 -0.61037 0.5 -1.5 -0.3
C 0.53750 -0.53579 0.53962 3.2 1.5 0.1
N -1.66053 0.85478 1.79920 -0.2 -0.3 -0.7
O -2.39460 -0.66810 0.09129 1.0 0.8 -0.8
O 0.87846 -0.16873 1.66135 -1.2 -0.4 -1.1
H -1.81657 -1.07611 -0.57615 -0.3 -0.3 0.2
H -2.58672 0.66661 2.17480 0.1 0.2 -0.1
H -0.94376 0.35641 2.33930 -0.2 -0.1 -0.1
H -1.08950 1.41805 -1.50962 0.0 0.3 -0.1
H -0.32208 2.28877 -0.10273 -0.5 0.0 0.3
H 2.06336 1.70459 -0.88057 0.4 0.0 0.1
H 1.39843 1.05860 -2.35740 0.1 -0.3 -0.1
H 2.39779 -0.01293 -1.29341 0.0 0.2 -0.2
H 1.88343 -2.04245 -0.15272 0.0 0.2 0.0
H 0.65631 -2.62977 0.95565 0.0 0.0 -0.2
H 0.23666 -2.25316 -0.75833 0.1 -0.1 0.1
```
Positions in Å, forces in eV/Å.

Values from the calculation:
ΔE to the lowest compared entry with this formula, charge and spin = 138.2 kcal/mol
SMILES string = CC(=O)N(C)CN(N)O
HOMO-LUMO gap = 0.313 hartree



A cluster of 2 separate species, C4H11N3O2 in total. Source: the OMol25 dataset; level of theory: the ωB97M-V functional and the def2-TZVPD basis.

```
20
Properties=species:S:1:pos:R:3:forces:R:3
C 1.25750 0.14210 1.37505 -0.6 -2.4 0.3
C 0.88050 2.05789 0.00274 1.5 4.7 -2.2
N 0.05556 2.72353 -0.92479 0.2 -0.4 0.4
N 0.40081 1.04157 0.63439 0.9 -2.5 2.0
N 2.11142 2.60638 0.26841 -1.1 -2.9 0.8
H -0.58987 2.06802 -1.37194 0.3 -0.1 0.1
H -0.55685 3.40566 -0.47020 0.5 0.2 -0.1
H -1.05547 -0.39122 0.33084 -0.5 0.1 0.0
H 2.55572 3.46041 -0.01952 -0.7 0.6 -0.7
H 2.75191 2.00905 0.80940 -0.5 0.5 -0.1
H 1.69110 0.51213 2.34582 -1.0 0.1 -0.6
H 2.14510 -0.26147 0.86550 -0.1 0.6 -0.5
H 0.61724 -0.79533 1.52801 1.0 1.4 0.5
C -1.90026 -3.30752 -0.74422 0.0 1.1 0.0
C -1.38725 -1.84288 -0.83244 -2.4 -3.1 0.0
O -1.31479 -1.30477 -1.89733 1.0 1.3 0.3
O -1.37446 -1.30936 0.39663 1.0 1.0 0.0
H -2.98458 -3.20442 -0.85889 0.0 0.0 0.0
H -1.74409 -3.82204 0.21657 0.4 0.2 -0.6
H -1.55925 -3.78773 -1.65403 0.2 -0.5 0.3
```
Positions in Å, forces in eV/Å.

Values from the calculation:
Multiplicity = 2
ΔE to the lowest compared entry with this formula, charge and spin = 52.7 kcal/mol
Charge = +1
HOMO-LUMO gap (spin up / spin down) = 0.346 / 0.171 hartree



A cluster of 2 separate species, C4H11N3S in total. Source: the OMol25 dataset; level of theory: the ωB97M-V functional and the def2-TZVPD basis.

```
19
Properties=species:S:1:pos:R:3:forces:R:3
C -0.74013 -0.55167 0.99503 0.1 -0.7 0.5
C 0.88910 0.09809 -2.17375 0.0 2.3 0.9
C 0.85952 1.29714 0.70686 3.0 -0.5 -1.2
C -0.27734 0.35881 -1.18794 -0.3 1.8 -4.6
N -1.10421 -1.74973 0.38543 -0.3 0.7 0.9
N 0.01659 0.25277 0.18153 -1.3 0.6 1.5
N -1.06039 -0.34065 2.25286 0.4 -3.6 -0.7
S -1.16801 0.81200 3.37079 0.1 1.0 0.2
H 1.14291 -0.86442 -2.39920 0.3 -2.9 -0.4
H 0.72954 0.62576 -3.11937 -0.2 -0.1 0.2
H 1.76849 0.52625 -1.72482 0.6 0.3 0.0
H 1.06966 2.02022 -0.10331 -0.5 -0.2 0.3
H 0.55814 1.86081 1.57328 -0.4 -0.4 0.5
H 1.88428 0.79284 0.80937 -1.2 1.0 0.7
H -0.44572 1.48151 -1.56189 -0.6 -2.0 1.6
H -1.09203 -0.27940 -1.59058 0.0 0.6 1.1
H -0.47487 -2.01354 -0.35224 0.1 -0.5 0.1
H -1.35501 -2.43164 1.10455 0.1 0.0 -0.7
H -1.20050 -1.89514 2.83342 0.1 2.4 -1.0
```
Positions in Å, forces in eV/Å.

Values from the calculation:
ΔE to the lowest compared entry with this formula, charge and spin = 109.5 kcal/mol
HOMO-LUMO gap (spin up / spin down) = 0.254 / 0.237 hartree



The molecule C4H11N3S3. Source: the OMol25 dataset; level of theory: the ωB97M-V functional and the def2-TZVPD basis.

```
21
Properties=species:S:1:pos:R:3:forces:R:3
C -1.43201 0.09690 -0.38752 0.4 -0.1 1.9
C 1.03852 0.41050 0.55818 -1.3 -2.1 -1.0
C 1.34353 -2.08046 0.15461 -1.1 -4.0 -2.2
C -3.89645 1.42006 -1.02409 -0.8 0.7 1.6
N -0.84672 -1.16125 -0.19080 0.0 -0.2 -0.1
N 0.57924 -1.03255 -0.33764 -2.6 4.3 1.8
N 3.61752 0.31430 -0.46907 0.1 1.3 2.3
S -0.45562 1.34026 0.86081 -0.1 -0.8 -1.0
S -3.16292 0.08574 -0.06402 -0.6 -0.6 0.8
S 2.20099 1.28449 -0.40764 0.0 0.4 -1.6
H -1.17816 0.45936 -1.31430 0.5 1.0 -2.2
H 1.39804 0.10176 1.51037 0.7 -0.6 0.6
H 1.02517 -2.56556 1.12076 0.6 0.7 -0.6
H 1.22794 -2.88707 -0.73595 0.5 1.1 2.3
H 2.32001 -1.69032 0.05306 1.4 -0.2 0.7
H -4.45508 0.96803 -1.80770 -0.7 -0.2 -0.6
H -3.11485 1.99634 -1.49209 0.1 0.6 0.2
H -4.60973 2.00897 -0.30283 1.6 -0.9 -1.6
H -1.32924 -1.64872 0.59954 1.5 0.3 -0.3
H 4.09644 -0.17948 -1.18946 -0.9 -0.2 -1.3
H 4.25480 0.99794 -0.09261 0.7 -0.6 0.2
```
Positions in Å, forces in eV/Å.

Values from the calculation:
SMILES string = CS[C@@H]1NN(C)[C@@H](SN)S1
HOMO-LUMO gap = 0.330 hartree



no.,E (eV)
1,-12886.8366
2,-12882.8089
3,-19627.4107
4,-41298.7548